No. 1
Density functional theory data (ωB97M-V with the def2-TZVPD basis set) for a cluster of 11 separate species, C34H60F18O17S5 in total in a non-equilibrium geometry.

```
134
Properties=species:S:1:pos:R:3
C -27.3709 -10.5683 -15.4203
C -27.9055 -9.9650 -14.1155
O -26.6933 -9.4721 -13.4090
C -26.6829 -8.5923 -12.3852
O -27.7306 -8.1368 -11.8523
C -25.2845 -8.3224 -11.7255
F -25.1003 -9.1565 -10.6995
F -24.3221 -8.6622 -12.6315
F -25.1550 -7.0696 -11.2886
H -26.9724 -9.7230 -15.9814
H -28.1987 -10.9319 -16.0292
H -26.5545 -11.2526 -15.1896
H -28.4718 -10.6432 -13.4771
H -28.6176 -9.1846 -14.3836
C -26.0661 0.4622 -7.6387
C -25.7481 -0.0543 -6.2177
O -24.4922 0.5415 -5.7433
C -23.2949 -0.0862 -5.9135
O -23.1893 -1.1916 -6.4225
C -22.0450 0.7340 -5.4748
F -22.1976 1.9606 -5.8958
F -22.0165 0.7852 -4.1790
F -20.8905 0.2312 -5.9073
H -25.1996 0.1814 -8.2373
H -26.2203 1.5413 -7.6329
H -27.0375 0.0271 -7.8738
H -25.7972 -1.1432 -6.2215
H -26.6014 0.3138 -5.6481
C -24.1786 3.3302 -10.3721
C -23.6327 2.6310 -9.1222
O -22.2809 2.9870 -8.8418
C -21.9457 4.0911 -8.1655
O -22.7791 4.8848 -7.6372
C -20.4331 4.3581 -8.1000
F -20.1218 5.5938 -7.5097
F -19.8323 3.4350 -7.2842
F -19.9633 4.2700 -9.2761
H -23.7394 3.1091 -11.3449
H -24.1851 4.4183 -10.3091
H -25.2342 3.0593 -10.3957
H -23.7631 1.5520 -9.2041
H -24.2802 2.8684 -8.2780
C -29.2297 -5.4143 -10.7020
C -28.6555 -6.0440 -9.4594
O -28.1519 -5.0253 -8.6849
C -27.2495 -5.3373 -7.7274
O -26.9970 -6.5497 -7.4446
C -26.6611 -4.1279 -6.9930
F -25.4494 -3.9109 -7.5482
F -27.4783 -3.1229 -7.1216
F -26.4124 -4.3606 -5.7539
H -29.4212 -6.0548 -11.5629
H -28.6064 -4.5869 -11.0410
H -30.1769 -4.8904 -10.5737
H -27.9384 -6.7916 -9.7986
H -29.4699 -6.5856 -8.9783
C -30.4303 -8.4376 -17.4306
C -30.0967 -7.5605 -16.3132
O -28.7552 -7.1408 -16.3293
C -28.1715 -6.6319 -15.1656
O -28.6914 -6.4864 -14.0353
C -26.7299 -6.0701 -15.3162
F -25.9224 -6.6914 -14.4842
F -26.2310 -6.1522 -16.5653
F -26.8614 -4.8104 -14.8734
H -29.6962 -9.2428 -17.4593
H -30.4179 -7.8213 -18.3295
H -31.3964 -8.9404 -17.3857
H -30.3948 -8.0261 -15.3738
H -30.6575 -6.6268 -16.3553
C -22.2925 -4.2597 -7.5676
C -22.5009 -5.2260 -8.7882
O -21.3082 -6.0443 -9.1002
C -21.3706 -6.9869 -9.9559
O -22.3059 -7.3193 -10.6642
C -20.0351 -7.8491 -10.0117
F -20.2953 -9.0063 -9.3780
F -19.7431 -8.0835 -11.2415
F -18.9910 -7.2555 -9.4143
H -21.8084 -4.7798 -6.7410
H -23.2069 -3.8197 -7.1696
H -21.6724 -3.4159 -7.8702
H -22.9396 -4.7682 -9.6748
H -23.2872 -5.9180 -8.4868
C -27.9424 1.3794 -13.0072
S -29.4638 1.4801 -11.9114
O -30.6953 1.2418 -12.7882
C -29.1636 -0.0583 -10.9700
H -27.0816 1.3238 -12.3409
H -27.9193 2.2125 -13.7098
H -27.9750 0.4891 -13.6352
H -28.1760 0.0426 -10.5200
H -29.1182 -0.9171 -11.6396
H -29.9805 -0.1635 -10.2560
C -21.8130 -4.3691 -12.6571
S -21.0774 -2.8173 -13.3582
O -21.7785 -1.6915 -12.6557
C -19.4581 -2.9523 -12.4569
H -21.0976 -5.1893 -12.7170
H -22.6495 -4.7109 -13.2667
H -22.1591 -4.0877 -11.6625
H -19.6049 -2.8810 -11.3792
H -18.7501 -2.1706 -12.7323
H -18.9645 -3.9107 -12.6177
C -22.4271 0.3980 -14.7851
S -24.0946 1.2807 -14.7430
O -24.5139 1.0889 -13.2675
C -23.2964 3.0263 -14.8812
H -21.9419 0.6414 -13.8398
H -21.7143 0.6479 -15.5710
H -22.6232 -0.6732 -14.7388
H -23.9987 3.8598 -14.8870
H -22.8486 2.9899 -15.8743
H -22.4994 3.1527 -14.1484
C -30.6718 -1.7008 -16.2604
S -30.1219 -3.3753 -15.6373
O -29.0349 -3.6943 -16.6938
C -29.2347 -2.7230 -14.1338
H -29.8235 -1.0323 -16.1135
H -31.5536 -1.2271 -15.8288
H -30.8667 -1.6652 -17.3322
H -28.9667 -3.5661 -13.4971
H -29.8784 -2.1005 -13.5122
H -28.4159 -2.1157 -14.5195
C -25.7542 -3.9253 -11.7940
S -26.4568 -2.2019 -11.5297
O -27.2488 -2.3298 -10.2252
C -24.8872 -1.2867 -11.2319
H -26.3981 -4.5221 -12.4401
H -25.6319 -4.3471 -10.7964
H -24.7228 -3.8616 -12.1407
H -24.3168 -1.0316 -12.1250
H -24.2949 -1.9153 -10.5669
H -25.3281 -0.3890 -10.7986
```

Computed properties:
Spin multiplicity = 1

---

No. 2
Density functional theory data (ωB97M-V with the def2-TZVPD basis set) for a cluster of 7 separate species, C34H60F7N2O15P2S3 in total in a non-equilibrium geometry.

```
123
Properties=species:S:1:pos:R:3
O 2.7161 -4.3008 4.6180
P 3.2568 -5.3792 3.7905
P 2.0845 -5.3976 1.8503
C 1.6294 -3.7444 1.2994
C 2.4820 -2.6267 1.9429
C 2.8600 -1.5323 0.9312
S 1.9535 -0.0091 1.1769
C 2.7271 0.5680 2.6624
S 4.2051 0.1040 3.1697
N 1.9586 1.5054 3.3094
C 0.7266 2.0305 2.9046
C 0.3829 2.9178 3.8537
N 1.3365 2.9750 4.8560
C 2.2573 2.1417 4.5119
S 0.3196 -6.7202 1.7056
O -0.6461 -5.9811 0.9709
O 0.8360 -7.9563 1.2352
C -0.3404 -7.0223 3.4494
F 0.6835 -6.9152 4.3030
F -0.7439 -8.2828 3.3940
C -1.5605 -6.1576 3.9178
F -1.7884 -6.5809 5.1705
F -2.6063 -6.4447 3.1504
C -1.3673 -4.6135 3.9757
F -2.2433 -4.0941 4.8012
F -1.5297 -4.0702 2.7757
F -0.1319 -4.3337 4.3916
H 4.5516 -5.2246 3.2816
H 3.1700 -6.6926 4.2591
H 2.9183 -5.9580 0.8777
H 1.7843 -3.7702 0.2193
H 0.5592 -3.6179 1.4573
H 1.9044 -2.1857 2.7511
H 3.3984 -3.0090 2.3904
H 2.6383 -1.8140 -0.0991
H 3.9236 -1.3219 0.9898
H 0.2429 1.7546 1.9888
H -0.5115 3.5177 3.8662
H 3.1613 1.9295 5.0558
O 5.4271 -5.0780 5.5241
C 5.3901 -4.8828 6.7203
O 6.2947 -5.5079 7.4727
C 6.4824 -5.2311 8.8732
C 5.5421 -6.0349 9.7429
C 4.3376 -4.0155 7.3603
H 6.4067 -4.1604 9.0603
H 7.5149 -5.5159 9.0619
H 4.4996 -5.7721 9.5618
H 5.7611 -5.8527 10.7945
H 5.6617 -7.0992 9.5425
H 3.4637 -4.6319 7.5717
H 4.0479 -3.2491 6.6474
H 4.6612 -3.5390 8.2807
O 0.5997 2.6670 0.0239
C 1.3128 3.0299 -0.8809
O 0.7382 3.5291 -1.9792
C 1.4944 4.1095 -3.0569
C 2.0114 3.0626 -4.0204
C 2.8072 2.8361 -0.8385
H 2.2924 4.7411 -2.6646
H 0.7812 4.7690 -3.5486
H 2.7227 2.3862 -3.5461
H 2.5090 3.5471 -4.8621
H 1.1859 2.4575 -4.3920
H 3.0334 1.8409 -1.2255
H 3.1368 2.8935 0.1966
H 3.3697 3.5628 -1.4175
O -0.2267 0.5387 -4.0719
C -1.4158 0.7011 -3.9768
O -2.0149 1.4984 -4.8824
C -3.4397 1.6329 -4.9809
C -3.9853 2.6637 -4.0191
C -2.2199 0.1149 -2.8434
H -3.9254 0.6640 -4.8540
H -3.6063 1.9362 -6.0137
H -3.8228 2.3778 -2.9827
H -5.0579 2.7925 -4.1625
H -3.4886 3.6220 -4.1855
H -2.1890 0.7966 -1.9943
H -1.7494 -0.8238 -2.5601
H -3.2604 -0.0803 -3.0849
O -4.5703 1.3721 -0.9809
C -5.7605 1.5443 -0.8940
O -6.3601 2.3443 -1.7860
C -7.7917 2.4626 -1.8869
C -8.3476 3.4805 -0.9196
C -6.5647 0.9431 0.2356
H -8.2573 1.4819 -1.7780
H -7.9618 2.7892 -2.9109
H -8.1769 3.1852 0.1167
H -9.4213 3.5957 -1.0695
H -7.8649 4.4401 -1.0859
H -6.5271 1.6290 1.0814
H -6.0898 0.0096 0.5250
H -7.6045 0.7467 -0.0089
O 3.7000 0.0503 -2.8386
C 4.0431 -0.3377 -3.9243
O 4.3917 0.5795 -4.8413
C 4.9497 0.2398 -6.1185
C 3.8783 -0.0465 -7.1481
C 4.0093 -1.7993 -4.3025
H 5.6580 -0.5834 -6.0197
H 5.5236 1.1199 -6.4021
H 3.2827 -0.9189 -6.8792
H 4.3338 -0.2300 -8.1213
H 3.2032 0.8044 -7.2327
H 3.0091 -2.0298 -4.6694
H 4.1953 -2.3811 -3.4038
H 4.7355 -2.0853 -5.0579
O -6.9643 5.6223 -2.8411
C -5.9836 6.1500 -3.2947
O -5.2838 6.9798 -2.5004
C -4.0101 7.5220 -2.8727
C -4.1434 8.7881 -3.6913
C -5.5698 5.9657 -4.7356
H -3.4071 6.7665 -3.3779
H -3.5222 7.7340 -1.9232
H -4.6383 8.6020 -4.6445
H -3.1585 9.2088 -3.8945
H -4.7318 9.5259 -3.1468
H -6.0935 6.7082 -5.3378
H -5.8886 4.9770 -5.0520
H -4.5021 6.0598 -4.9125
```

Computed properties:
Spin multiplicity = 1
Net charge = +1

---

No. 3
Density functional theory data (ωB97M-V with the def2-TZVPD basis set) for a structure of composition C34H61BrInO8 in a non-equilibrium geometry.

```
105
Properties=species:S:1:pos:R:3
C 3.4684 2.1053 4.4179
C 2.4543 0.8599 4.2761
Br 3.4417 -0.8400 4.6452
C 1.6974 0.8174 2.8316
In -0.3942 0.0749 3.2295
O -1.7426 0.3220 1.6327
C -2.7789 1.2198 1.9712
O -2.8465 2.2835 1.2611
C -3.8019 1.0236 3.1690
C -4.9590 2.0883 3.2627
C -5.9783 1.9593 4.4521
C -5.8809 0.8116 5.5202
C -4.7542 -0.2445 5.4227
C -3.7531 -0.1090 4.2301
H 4.4568 1.7131 4.8296
H 3.0305 2.8770 5.1506
H 3.5984 2.5721 3.3830
H 1.6688 0.9516 5.1210
H 2.2296 0.0037 2.2113
H 1.7188 1.8435 2.3262
H -1.0520 1.0795 4.6013
H -0.4272 -1.6490 3.7763
H -5.0739 2.9498 2.5250
H -6.8218 2.7200 4.5552
H -6.6204 0.7059 6.3904
H -4.6270 -1.1008 6.1828
H -2.9422 -0.9275 4.1764
C -6.8560 4.5888 -1.0272
C -7.5032 3.2492 -1.2974
C -7.0271 2.4257 -0.1170
O -6.8588 3.3329 0.9807
C -6.9310 4.6757 0.4842
H -7.3496 5.4245 -1.5270
H -5.8096 4.5670 -1.3488
H -8.5934 3.3509 -1.2670
H -7.2280 2.8136 -2.2597
H -6.0560 1.9626 -0.3207
H -7.7355 1.6415 0.1604
H -7.8862 5.1027 0.8104
H -6.1198 5.2699 0.9114
C 1.6858 5.6847 0.6783
C 2.9565 5.6265 -0.1404
C 3.6942 4.4692 0.5040
O 2.6976 3.5671 0.9999
C 1.4192 4.2176 0.9506
H 0.8573 6.1806 0.1694
H 1.8744 6.2116 1.6198
H 2.7164 5.3836 -1.1810
H 3.5294 6.5559 -0.1303
H 4.2957 4.8057 1.3557
H 4.3473 3.9450 -0.1981
H 0.8428 3.7618 0.1389
H 0.8859 4.0548 1.8897
C 0.6365 1.3197 -1.2667
C 0.3719 0.0054 -1.9641
C 0.1158 0.4510 -3.3902
O 0.8922 1.6381 -3.6007
C 1.3819 2.0982 -2.3325
H 1.2026 1.2186 -0.3389
H -0.3126 1.8152 -1.0367
H 1.2686 -0.6233 -1.9241
H -0.4596 -0.5587 -1.5378
H -0.9379 0.7085 -3.5428
H 0.3990 -0.3083 -4.1241
H 2.4579 1.8931 -2.2943
H 1.2298 3.1771 -2.2488
C 4.6430 -1.6249 -2.4830
C 3.9768 -2.9575 -2.7442
C 4.4726 -3.7912 -1.5790
O 4.6753 -2.8912 -0.4815
C 4.6042 -1.5447 -0.9695
H 4.1455 -0.7822 -2.9670
H 5.6817 -1.6548 -2.8294
H 2.8888 -2.8456 -2.6876
H 4.2252 -3.3909 -3.7148
H 5.4343 -4.2626 -1.8076
H 3.7634 -4.5701 -1.2889
H 3.6612 -1.1109 -0.6193
H 5.4302 -0.9602 -0.5584
C -3.1738 -2.4726 -4.0102
C -3.7899 -1.1642 -3.5677
C -3.6743 -0.3219 -4.8224
O -3.7544 -1.2222 -5.9365
C -3.6339 -2.5661 -5.4519
H -3.4822 -3.3292 -3.4084
H -2.0817 -2.4009 -3.9701
H -4.8446 -1.3172 -3.3159
H -3.2952 -0.7144 -2.7050
H -2.7060 0.1866 -4.8719
H -4.4657 0.4277 -4.8984
H -4.6202 -3.0380 -5.5239
H -2.9349 -3.1224 -6.0809
C 5.9705 -7.2356 1.5114
C 5.7001 -8.5502 0.8147
C 5.4279 -8.1026 -0.6079
O 6.2004 -6.9144 -0.8248
C 6.7028 -6.4554 0.4384
H 6.5468 -7.3367 2.4326
H 5.0236 -6.7415 1.7522
H 6.5976 -9.1773 0.8440
H 4.8741 -9.1164 1.2489
H 4.3723 -7.8466 -0.7488
H 5.7042 -8.8597 -1.3459
H 7.7792 -6.6591 0.4646
H 6.5500 -5.3773 0.5250
```

Computed properties:
Spin multiplicity = 1
Net charge = -1

---

No. 4
Density functional theory data (ωB97M-V with the def2-TZVPD basis set) for a structure of composition C34H61HfN11OPS6Se in a non-equilibrium geometry.

```
116
Properties=species:S:1:pos:R:3
Hf 1.0904 0.6537 0.0773
C 0.4931 3.7393 -5.8646
C -0.1049 3.9109 -4.4728
N 0.8678 3.6523 -3.4166
C 0.9380 2.5089 -2.7226
S 2.2756 2.3301 -1.6065
N 0.0371 1.5929 -2.9291
N 0.2627 0.4809 -2.1577
C -0.1499 -0.6131 -2.6750
C -0.9144 -0.6266 -3.9544
C 0.3667 -1.8415 -2.0439
C -0.0434 -3.1020 -2.4334
C 0.5883 -4.2173 -1.9017
C 1.6295 -4.0318 -1.0148
C 1.9674 -2.7363 -0.6634
N 1.3506 -1.6600 -1.1469
H -0.2926 3.7458 -6.6215
H 1.0262 2.7881 -5.9299
H 1.1959 4.5420 -6.0970
H -0.9306 3.2224 -4.3236
H -0.4833 4.9244 -4.3384
H 1.6245 4.2990 -3.2837
H -0.2506 -0.3480 -4.7766
H -1.6946 0.1305 -3.9109
H -1.3508 -1.5983 -4.1692
H -0.8473 -3.2176 -3.1460
H 0.2779 -5.2132 -2.1941
H 2.1736 -4.8668 -0.5941
H 2.7780 -2.5556 0.0300
S -0.2512 1.8666 1.9251
S -0.1373 0.5672 3.5535
S 1.7907 -0.1075 3.5404
S 1.8840 -1.1732 1.7756
C 6.4297 1.4605 2.4020
N 4.9854 1.6726 2.3846
C 4.4575 2.1633 3.6622
P 4.1475 2.1506 1.0496
O 2.7128 1.6701 1.1854
N 4.9855 1.4588 -0.1805
C 5.5555 2.1858 -1.3097
C 4.8263 0.0226 -0.3936
N 4.1570 3.7789 0.9577
C 2.9587 4.5941 0.7330
C 5.4184 4.5140 0.9291
H 6.9744 2.3681 2.6867
H 6.7787 1.1267 1.4275
H 6.6666 0.6874 3.1355
H 4.8817 3.1416 3.9186
H 4.7090 1.4563 4.4541
H 3.3731 2.2416 3.6182
H 5.2948 3.2398 -1.2667
H 5.1557 1.7925 -2.2455
H 6.6442 2.0888 -1.3202
H 4.5443 -0.4757 0.5315
H 5.7701 -0.4054 -0.7398
H 4.0683 -0.1784 -1.1556
H 2.0589 4.0130 0.9176
H 2.9163 4.9769 -0.2887
H 2.9848 5.4375 1.4284
H 6.2629 3.8510 1.1217
H 5.4138 5.2932 1.6938
H 5.5752 4.9933 -0.0409
C -3.5166 -4.5047 -1.7862
C -4.3189 -3.3855 -2.4645
C -4.0009 -1.9671 -1.9818
C -4.5162 -1.5696 -0.5991
N -3.8881 -2.2893 0.5107
C -2.6340 -2.0743 0.9606
Se -1.5363 -0.7424 0.3605
N -2.4008 -2.9159 1.9852
C -1.1101 -3.0302 2.6707
C -0.0939 -3.8004 1.8345
C -0.5247 -5.2101 1.4358
C -0.4478 -6.2184 2.5816
C -3.5491 -3.6693 2.2349
C -3.8344 -4.6436 3.1795
C -5.0955 -5.2152 3.1376
C -6.0421 -4.8235 2.1838
C -5.7578 -3.8400 1.2504
C -4.4950 -3.2686 1.3000
H -3.5522 -5.4196 -2.3812
H -3.9007 -4.7536 -0.7969
H -2.4646 -4.2162 -1.6707
H -5.3921 -3.5801 -2.3582
H -4.1110 -3.4151 -3.5364
H -4.4295 -1.2453 -2.6828
H -2.9157 -1.8158 -1.9892
H -5.5881 -1.7464 -0.5204
H -4.3289 -0.5097 -0.4420
H -1.2909 -3.5102 3.6321
H -0.7437 -2.0196 2.8540
H 0.8379 -3.8439 2.4070
H 0.1148 -3.2025 0.9455
H 0.1233 -5.5516 0.6240
H -1.5409 -5.1886 1.0251
H 0.5584 -6.2412 3.0085
H -0.6894 -7.2253 2.2373
H -1.1447 -5.9760 3.3874
H -3.1109 -4.9462 3.9252
H -5.3552 -5.9786 3.8603
H -7.0159 -5.2965 2.1767
H -6.4915 -3.5384 0.5116
C -2.0080 5.8434 2.5067
N -1.5870 4.7649 1.6201
C -1.9466 4.5079 0.3600
S -1.0316 3.4494 -0.6183
N -3.0278 5.1003 -0.1868
C -4.2007 5.6481 0.4916
H -1.1377 6.1825 3.0654
H -2.7688 5.5261 3.2200
H -2.3794 6.6870 1.9359
H -0.8941 4.1210 1.9742
H -3.1340 4.8612 -1.1569
H -4.1512 6.7295 0.6155
H -4.3382 5.1827 1.4642
H -5.0762 5.4194 -0.1125
```

Computed properties:
Spin multiplicity = 1
Net charge = +1

---

| no. | total energy (eV) | HOMO level (eV) |
| --- | --- | --- |
| 1 | -174123.73103 | -8.75 |
| 2 | -140021.43403 | -10.52 |
| 3 | -127836.99768 | -5.19 |
| 4 | -195642.96995 | -9.31 |